Entry 1:
C17H32Cl2HfO2P2 | ωB97M-V/def2-TZVPD

The geometry in XYZ format:
```
56
C17H32Cl2HfO2P2 | OMol25 | ωB97M-V/def2-TZVPD
P -0.327 0.685 2.940
P 2.182 -0.776 -1.115
C 0.323 1.863 1.581
C 0.839 1.161 0.354
H 1.185 2.287 2.109
H -0.391 2.680 1.427
H 0.170 1.016 -0.563
H 1.669 1.782 -0.030
C 3.493 0.218 -1.785
H 4.446 -0.322 -1.725
H 3.580 1.165 -1.245
H 3.246 0.427 -2.830
C 2.083 -2.425 -1.831
H 1.938 -2.225 -2.908
H 1.247 -3.034 -1.402
H 3.047 -2.901 -1.591
C -0.166 1.631 4.505
H -0.178 0.869 5.302
H -1.034 2.286 4.558
H 0.784 2.173 4.516
C -2.190 0.800 2.827
H -2.669 0.388 1.945
H -2.556 1.822 3.013
H -2.494 0.178 3.668
Hf -0.178 -0.963 -0.159
C -0.916 -0.530 -2.072
C 0.355 0.000 -2.537
C 0.517 1.462 -2.981
C -0.630 2.442 -2.664
C -1.079 2.335 -1.260
C -2.002 1.543 -0.644
C -2.975 0.677 -1.360
C -2.271 0.013 -2.555
C 2.160 -1.186 1.335
H -0.946 -1.644 -2.031
H 0.903 -0.599 -3.288
H 0.797 1.612 -4.047
H 1.407 1.827 -2.470
H -0.228 3.465 -2.789
H -1.443 2.419 -3.403
H -0.577 3.112 -0.688
H -2.246 1.728 0.399
H -3.872 1.265 -1.608
H -3.354 -0.150 -0.730
H -2.873 -0.837 -2.930
H -2.198 0.680 -3.426
H 2.286 -2.274 1.440
H 1.816 -0.818 2.325
H 3.153 -0.738 1.128
Cl 0.714 -3.963 3.705
C -0.589 -4.364 2.538
Cl -2.212 -4.625 3.249
C -0.537 -3.144 1.532
O 0.260 -3.172 0.529
O -1.131 -2.046 1.750
H -0.338 -5.273 1.990
```

Its charge is +2. The LUMO energy is -8.578 eV. The energy comes out at -2467.6954 a.u. The HOMO energy is -0.50526 Ha. The value obtained for the energy relative to the best compared isomer or geometry (same formula, charge and spin) is 0.3080 eV.

Entry 2:
C42H44P2Tc | ωB97M-V/def2-TZVPD

The geometry in XYZ format:
```
89
C42H44P2Tc | OMol25 | ωB97M-V/def2-TZVPD
Tc 0.321 0.933 -0.303
C 0.424 0.679 1.848
C 0.898 1.976 1.492
C 2.384 2.273 1.463
C 3.171 1.641 0.305
C 2.375 0.800 -0.684
C 1.880 -0.484 -0.305
C 2.154 -1.077 1.062
C 1.387 -0.423 2.233
C -0.497 1.798 -1.980
H -0.533 0.645 2.379
H 0.282 2.821 1.812
H 2.833 1.984 2.425
H 2.523 3.359 1.394
H 3.646 2.452 -0.266
H 3.997 1.059 0.728
H 2.674 0.920 -1.736
H 1.788 -1.240 -1.093
H 3.231 -1.103 1.289
H 1.870 -2.140 1.014
H 0.816 -1.232 2.711
H 2.104 -0.062 2.992
H -1.235 2.564 -1.667
H -1.048 1.098 -2.634
H 0.224 2.332 -2.619
P 1.568 8.316 -1.647
P 3.047 7.474 -3.948
C 3.360 8.337 -1.427
C 4.058 8.059 -2.565
C 1.119 10.024 -1.128
C 1.971 10.847 -0.383
C 1.609 12.166 -0.107
C 0.396 12.674 -0.574
C -0.466 11.853 -1.322
C -0.100 10.539 -1.604
C 1.058 7.268 -0.251
C 1.208 5.895 -0.507
C 0.767 4.984 0.446
C 0.275 5.420 1.684
C 0.142 6.785 1.932
C 0.495 7.718 0.952
C 3.787 8.558 -5.288
C 3.525 9.943 -5.242
C 4.084 10.799 -6.197
C 4.901 10.286 -7.213
C 5.151 8.915 -7.269
C 4.590 8.054 -6.319
C 3.826 5.857 -4.279
C 3.229 5.052 -5.269
C 3.821 3.844 -5.633
C 5.000 3.424 -5.002
C 5.569 4.204 -3.992
C 4.975 5.410 -3.615
H 3.783 8.578 -0.449
H 5.132 8.196 -2.727
H 2.931 10.467 -0.020
H 2.288 12.797 0.467
H 0.126 13.714 -0.379
H -1.412 12.244 -1.690
H -0.760 9.896 -2.200
H 1.639 5.541 -1.449
H 0.803 3.928 0.195
H -0.002 4.687 2.441
H -0.258 7.118 2.890
H 0.331 8.781 1.109
H 2.888 10.350 -4.452
H 3.880 11.869 -6.153
H 5.337 10.961 -7.956
H 5.783 8.507 -8.058
H 4.790 6.984 -6.384
H 2.309 5.389 -5.755
H 3.364 3.235 -6.415
H 5.475 2.490 -5.305
H 6.483 3.882 -3.494
H 5.411 6.008 -2.815
C -0.983 -0.685 -0.635
C -1.133 -1.956 0.188
C -0.970 -3.237 -0.382
C -1.245 -4.389 0.352
C -1.639 -4.298 1.693
C -1.757 -3.040 2.285
C -1.531 -1.881 1.531
H -0.703 -0.974 -1.665
H -1.972 -0.181 -0.697
H -0.646 -3.301 -1.421
H -1.154 -5.373 -0.111
H -1.850 -5.197 2.273
H -2.032 -2.962 3.340
H -1.692 -0.899 1.984
```

Its charge is +2. The LUMO energy (spin up / spin down) is -6.710 / -7.667 eV. As for the multiplicity: 4. The energy comes out at -2389.5720 a.u. The HOMO energy (spin up / spin down) is -0.47774 / -0.48575 Ha.